1.
Density functional theory data (ωB97M-V with the def2-TZVPD basis set) for C26H25N7O2S2Ti as an isolated structure.

For the largest force on an atom, the calculation gives 4.2 eV/A. The charge is 0. Its multiplicity is 3. Its calculated total energy is -86681.89459 eV. As for the HOMO energy (spin up / spin down): -4.6 / -7.5 eV. The calculation puts the HOMO-LUMO gap (spin up / spin down) at 4.95 / 7.60 eV.

Cartesian coordinates (Å):
Ti  0.315  0.052  -0.241
N  2.552  3.516  -1.299
C  1.808  2.382  -1.271
S  0.206  2.500  -0.593
N  2.275  1.306  -1.833
N  1.402  0.236  -1.811
C  1.457  -0.555  -2.845
C  0.544  -1.639  -3.068
C  0.668  -2.447  -4.208
C  -0.255  -3.427  -4.499
C  -1.349  -3.617  -3.656
C  -1.500  -2.837  -2.525
C  -0.563  -1.850  -2.204
O  -0.710  -1.109  -1.127
H  2.278  4.253  -0.677
H  3.520  3.440  -1.561
H  2.189  -0.316  -3.611
H  1.512  -2.281  -4.867
H  -0.136  -4.037  -5.384
H  -2.089  -4.372  -3.886
H  -2.346  -2.975  -1.863
N  3.910  -0.116  1.827
C  3.707  1.197  2.204
C  4.534  2.091  2.859
C  4.000  3.331  3.191
C  2.676  3.631  2.896
C  1.850  2.732  2.230
C  2.381  1.508  1.835
N  1.806  0.414  1.178
C  2.755  -0.570  1.236
C  2.522  -1.883  0.832
C  3.316  -3.032  0.943
S  2.485  -4.374  0.224
C  1.152  -3.335  -0.137
N  1.300  -2.102  0.222
H  4.765  -0.637  1.880
H  5.551  1.827  3.120
H  4.612  4.053  3.715
H  2.271  4.588  3.202
H  0.822  2.977  2.025
H  4.274  -3.165  1.415
H  0.271  -3.715  -0.633
O  -0.802  -0.689  1.651
C  -2.164  -1.148  1.600
C  -3.053  -0.122  2.287
C  -2.883  1.285  1.693
C  -3.235  1.322  0.231
C  -4.513  1.669  -0.202
C  -4.781  1.684  -1.559
C  -3.763  1.362  -2.445
C  -2.527  1.020  -1.928
N  -2.268  0.983  -0.621
H  -0.228  -1.463  1.712
H  -2.247  -2.107  2.114
H  -2.461  -1.276  0.560
H  -2.803  -0.090  3.350
H  -4.092  -0.447  2.194
H  -1.842  1.590  1.802
H  -3.509  1.986  2.245
H  -5.278  1.935  0.516
H  -5.764  1.958  -1.922
H  -3.922  1.379  -3.515
H  -1.701  0.774  -2.585

=====

2.
Density functional theory data (ωB97M-V with the def2-TZVPD basis set) for C26H25N9O5PS4W as an isolated structure.

For the largest force on an atom, the calculation gives 0.1 eV/A. The charge is +1. Its calculated total energy is -105465.65626 eV. As for the HOMO energy: -11.2 eV. The calculation puts the HOMO-LUMO gap at 6.24 eV.

Cartesian coordinates (Å):
W  0.534  -0.715  -0.076
S  3.418  -2.425  -0.187
C  3.394  -1.453  -1.636
S  2.272  -0.128  -1.733
C  4.292  -1.671  -2.631
C  5.249  -2.726  -2.502
N  5.981  -3.596  -2.335
C  4.288  -0.863  -3.810
N  4.266  -0.225  -4.766
O  -0.790  1.636  3.807
C  -2.092  1.575  3.418
C  -2.980  2.425  4.065
C  -4.323  2.400  3.741
C  -4.808  1.524  2.772
C  -3.930  0.677  2.130
C  -2.566  0.698  2.435
C  -1.659  -0.208  1.724
O  -0.421  0.217  1.486
N  -2.029  -1.379  1.352
N  -0.941  -2.049  0.755
C  -1.046  -3.345  0.925
S  0.194  -4.492  0.552
C  -0.931  -5.914  0.598
C  -1.894  -5.681  1.739
S  -2.496  -3.974  1.631
H  -0.265  1.003  3.299
H  -2.595  3.090  4.826
H  -5.003  3.069  4.251
H  -5.859  1.511  2.521
H  -4.279  -0.008  1.368
H  -0.317  -6.800  0.754
H  -1.447  -5.995  -0.358
H  -1.411  -5.819  2.706
H  -2.762  -6.336  1.675
O  -2.727  -0.057  -2.473
C  -1.706  -0.480  -2.026
O  -0.991  0.115  -1.069
C  -1.035  -1.729  -2.504
C  -1.494  -2.413  -3.607
C  -0.772  -3.512  -4.050
C  0.374  -3.871  -3.365
C  0.760  -3.143  -2.253
N  0.067  -2.083  -1.821
H  -2.388  -2.056  -4.098
H  -1.092  -4.066  -4.922
H  0.982  -4.708  -3.679
H  1.648  -3.411  -1.704
C  0.074  4.719  -0.874
N  1.133  4.095  -1.662
C  2.429  4.379  -1.042
N  2.504  3.972  0.362
C  1.400  4.594  1.098
N  0.087  4.304  0.524
C  -0.276  2.904  0.692
P  0.961  1.838  -0.178
C  0.916  2.667  -1.839
C  2.523  2.523  0.516
H  -0.895  4.479  -1.316
H  0.215  5.800  -0.912
H  2.596  5.455  -1.090
H  3.218  3.880  -1.607
H  1.549  5.674  1.078
H  1.423  4.260  2.136
H  -1.269  2.704  0.284
H  -0.284  2.661  1.751
H  -0.067  2.486  -2.279
H  1.674  2.265  -2.508
H  3.377  2.092  -0.008
H  2.601  2.254  1.572
O  1.841  -0.919  1.282
N  1.897  -2.117  0.500

=====

3.
Density functional theory data (ωB97M-V with the def2-TZVPD basis set) for C26H25N9O6S3V as an isolated structure.

For the largest force on an atom, the calculation gives 1.5 eV/A. The charge is +1. Its multiplicity is 3. Its calculated total energy is -111252.01615 eV. As for the HOMO energy (spin up / spin down): -10.5 / -10.5 eV. The calculation puts the HOMO-LUMO gap (spin up / spin down) at 7.20 / 7.52 eV.

Cartesian coordinates (Å):
V  0.942  -0.271  -0.303
O  1.334  3.691  -1.099
S  0.756  2.895  -0.059
O  1.586  2.479  1.049
N  0.172  1.494  -0.688
C  -0.622  1.532  -1.903
C  -1.161  2.615  -2.523
C  -1.928  2.472  -3.711
C  -2.141  1.257  -4.278
C  -1.581  0.107  -3.668
C  -1.732  -1.202  -4.180
C  -1.167  -2.264  -3.538
C  -0.420  -2.029  -2.375
N  -0.262  -0.824  -1.875
C  -0.842  0.252  -2.491
C  -0.550  3.816  0.651
C  -1.083  3.427  1.878
C  -2.055  4.217  2.463
C  -2.484  5.381  1.833
C  -1.931  5.770  0.622
C  -0.949  4.990  0.026
H  -1.003  3.610  -2.141
H  -2.338  3.361  -4.172
H  -2.718  1.154  -5.188
H  -2.296  -1.350  -5.093
H  -1.266  -3.273  -3.911
H  0.076  -2.835  -1.850
H  -0.727  2.533  2.372
H  -2.469  3.937  3.423
H  -3.239  5.999  2.302
H  -2.251  6.687  0.146
H  -0.474  5.301  -0.894
O  -0.444  -4.352  3.144
C  0.648  -4.773  2.480
C  1.133  -6.042  2.796
C  2.255  -6.534  2.164
C  2.928  -5.780  1.199
C  2.450  -4.529  0.881
C  1.310  -4.005  1.508
C  0.836  -2.680  1.098
O  1.481  -2.065  0.137
N  -0.222  -2.167  1.645
N  -0.597  -0.962  0.965
C  -1.781  -0.586  1.298
S  -2.633  0.668  0.448
C  -4.243  0.268  1.150
C  -4.014  -0.197  2.573
S  -2.687  -1.417  2.535
H  -0.685  -3.468  2.798
H  0.605  -6.619  3.543
H  2.614  -7.522  2.423
H  3.806  -6.175  0.707
H  2.943  -3.924  0.132
H  -4.707  -0.508  0.543
H  -4.844  1.175  1.104
H  -4.897  -0.678  2.993
H  -3.720  0.633  3.215
N  2.471  0.045  1.480
N  3.687  0.550  0.994
C  3.882  0.707  -0.334
N  4.987  1.329  -0.702
N  2.920  0.180  -1.118
N  3.148  0.148  -2.509
O  4.190  0.545  -2.989
O  2.296  -0.452  -3.107
H  1.998  0.800  1.974
H  2.655  -0.750  2.081
H  4.264  1.081  1.628
H  5.620  1.692  -0.011
H  5.172  1.432  -1.690

=====

4.
Density functional theory data (ωB97M-V with the def2-TZVPD basis set) for C26H26BF6N9O4S2Ti as an isolated structure.

For the largest force on an atom, the calculation gives 0.7 eV/A. The charge is 0. Its multiplicity is 3. Its calculated total energy is -110755.15754 eV. As for the HOMO energy (spin up / spin down): -5.9 / -8.3 eV. The calculation puts the HOMO-LUMO gap (spin up / spin down) at 6.06 / 8.44 eV.

Cartesian coordinates (Å):
Ti  0.263  0.004  -0.453
C  1.076  2.720  0.833
N  -0.282  2.175  0.627
C  -0.989  2.891  -0.437
C  -0.406  2.622  -1.806
C  -0.839  3.358  -2.902
C  -0.294  3.104  -4.144
C  0.702  2.147  -4.249
C  1.079  1.460  -3.111
N  0.524  1.669  -1.910
C  -1.041  2.309  1.888
C  -0.686  1.353  3.009
C  -0.684  1.825  4.317
C  -0.421  0.933  5.343
C  -0.158  -0.391  5.029
C  -0.197  -0.765  3.694
N  -0.467  0.081  2.709
C  1.942  1.698  1.525
C  2.817  2.012  2.550
C  3.573  0.999  3.118
C  3.420  -0.295  2.648
C  2.515  -0.524  1.626
N  1.792  0.450  1.071
H  1.043  3.653  1.408
H  1.518  2.934  -0.139
H  -0.975  3.978  -0.266
H  -2.031  2.567  -0.414
H  -1.605  4.111  -2.762
H  -0.640  3.645  -5.016
H  1.177  1.912  -5.191
H  1.836  0.692  -3.157
H  -2.100  2.179  1.663
H  -0.905  3.329  2.270
H  -0.897  2.866  4.522
H  -0.425  1.266  6.373
H  0.063  -1.122  5.795
H  -0.027  -1.797  3.404
H  2.889  3.034  2.898
H  4.264  1.215  3.923
H  3.977  -1.123  3.063
H  2.345  -1.519  1.235
F  -5.200  0.278  0.193
C  -4.604  -0.912  0.330
F  -5.382  -1.696  1.070
F  -4.458  -1.445  -0.869
S  -2.997  -0.644  1.191
O  -2.200  0.044  0.178
O  -3.392  0.063  2.369
N  -2.412  -2.071  1.539
S  -1.459  -2.698  0.425
O  -2.130  -3.019  -0.792
O  -0.154  -2.026  0.351
C  -1.025  -4.312  1.219
F  -0.932  -4.192  2.544
F  -1.954  -5.208  0.933
F  0.142  -4.723  0.752
B  0.708  -2.869  -2.657
N  1.993  -2.059  -2.228
C  3.234  -2.373  -2.613
C  4.120  -1.445  -2.092
C  3.301  -0.575  -1.382
N  2.018  -0.948  -1.461
N  -0.462  -1.889  -2.992
C  -1.323  -2.071  -3.999
C  -2.285  -1.078  -3.956
C  -1.916  -0.311  -2.854
N  -0.822  -0.801  -2.274
H  1.000  -3.428  -3.690
H  0.403  -3.646  -1.793
H  3.396  -3.236  -3.237
H  5.189  -1.408  -2.209
H  3.572  0.320  -0.844
H  -1.192  -2.902  -4.671
H  -3.123  -0.937  -4.616
H  -2.399  0.563  -2.445

=====

5.
Density functional theory data (ωB97M-V with the def2-TZVPD basis set) for C26H26BrGaN8O2P as an isolated structure.

For the largest force on an atom, the calculation gives 0.5 eV/A. The charge is +3. Its calculated total energy is -175084.55963 eV. As for the HOMO energy: -14.9 eV. The calculation puts the HOMO-LUMO gap at 6.02 eV.

Cartesian coordinates (Å):
Ga  -0.452  0.984  -0.431
C  1.059  6.088  0.021
N  0.367  4.921  -0.559
C  -0.484  4.971  -1.632
C  -0.929  3.705  -1.846
N  -0.357  2.890  -0.896
C  0.438  3.651  -0.129
P  1.576  3.034  1.176
C  2.250  1.685  0.134
N  1.518  0.807  -0.563
C  2.385  0.009  -1.270
C  3.654  0.409  -0.981
N  3.552  1.455  -0.103
C  4.697  2.180  0.478
C  0.356  2.014  2.089
N  -0.493  1.152  1.520
C  -1.241  0.574  2.514
C  -0.828  1.100  3.701
N  0.169  1.998  3.419
C  0.897  2.794  4.424
H  0.682  6.984  -0.461
H  2.129  6.018  -0.154
H  0.857  6.151  1.086
H  -0.696  5.887  -2.160
H  -1.592  3.338  -2.612
H  2.059  -0.774  -1.934
H  4.603  0.038  -1.332
H  5.612  1.726  0.111
H  4.679  2.106  1.562
H  4.676  3.223  0.174
H  -2.004  -0.162  2.320
H  -1.162  0.909  4.708
H  0.520  2.532  5.408
H  0.732  3.855  4.256
H  1.959  2.570  4.385
C  -3.451  1.894  -0.634
O  -2.458  0.822  -0.659
C  -2.961  -0.494  -0.715
C  -4.290  -0.830  -0.804
C  -4.605  -2.189  -0.890
Br  -6.403  -2.681  -1.031
C  -3.621  -3.162  -0.885
C  -2.274  -2.805  -0.784
C  -1.989  -1.462  -0.696
O  -0.652  -0.975  -0.678
C  -1.227  -3.826  -0.871
N  -1.392  -4.942  -1.495
C  -0.183  -5.615  -1.392
C  0.171  -6.877  -1.869
C  1.440  -7.326  -1.585
C  2.349  -6.548  -0.844
C  2.018  -5.294  -0.374
C  0.737  -4.845  -0.675
N  0.068  -3.654  -0.379
H  -4.152  1.699  0.173
H  -3.960  1.932  -1.594
H  -2.918  2.814  -0.442
H  -5.079  -0.093  -0.834
H  -3.866  -4.212  -0.970
H  -0.076  -1.638  -1.116
H  -0.534  -7.473  -2.433
H  1.750  -8.304  -1.931
H  3.334  -6.945  -0.638
H  2.721  -4.707  0.203
H  0.318  -3.086  0.415

=====

6.
Density functional theory data (ωB97M-V with the def2-TZVPD basis set) for C26H26Cl2N6RhS as an isolated structure.

For the largest force on an atom, the calculation gives 3.5 eV/A. The charge is +1. Its calculated total energy is -75206.23976 eV. As for the HOMO energy (spin up / spin down): -9.7 / -9.7 eV. The calculation puts the HOMO-LUMO gap (spin up / spin down) at 5.56 / 5.64 eV.

Cartesian coordinates (Å):
Rh  -0.363  -0.935  -0.365
C  0.417  -4.700  2.231
C  0.557  -5.709  1.291
C  0.610  -5.367  -0.046
C  0.526  -4.023  -0.415
N  0.384  -3.054  0.506
C  0.339  -3.390  1.788
C  0.535  -3.588  -1.817
C  0.910  -4.406  -2.883
C  0.800  -3.921  -4.175
C  0.341  -2.629  -4.384
C  0.033  -1.841  -3.277
N  0.131  -2.330  -2.033
C  -0.466  -0.463  -3.367
C  -0.253  0.367  -4.465
C  -0.817  1.630  -4.476
C  -1.587  2.029  -3.392
C  -1.727  1.165  -2.323
N  -1.165  -0.039  -2.298
H  0.369  -4.924  3.283
H  0.622  -6.742  1.595
H  0.701  -6.136  -0.795
H  0.232  -2.585  2.502
H  1.285  -5.402  -2.712
H  1.063  -4.548  -5.013
H  0.218  -2.248  -5.385
H  0.355  0.035  -5.290
H  -0.664  2.291  -5.313
H  -2.070  2.991  -3.380
H  -2.315  1.437  -1.458
C  1.720  1.858  4.274
C  1.439  1.623  2.791
N  0.397  0.621  2.613
C  -0.751  0.947  1.789
S  -1.712  -0.660  1.618
N  -1.432  2.044  2.347
C  -2.889  2.051  2.453
C  -3.334  1.649  3.852
H  2.542  2.561  4.379
H  1.987  0.926  4.764
H  0.846  2.274  4.772
H  2.361  1.298  2.298
H  1.122  2.561  2.327
H  0.778  -0.285  2.359
H  -1.033  2.257  3.253
H  -3.298  1.364  1.709
H  -3.241  3.061  2.221
H  -3.007  0.637  4.076
H  -4.414  1.697  3.950
H  -2.905  2.324  4.590
Cl  -1.499  3.928  0.242
C  0.114  3.445  -0.077
C  1.024  4.414  -0.463
C  2.280  4.059  -0.926
C  2.609  2.719  -1.073
C  1.716  1.755  -0.671
Cl  2.109  0.085  -0.853
C  0.468  2.067  -0.063
N  -0.277  1.058  0.431
H  0.731  5.453  -0.421
H  2.990  4.820  -1.200
H  3.556  2.424  -1.496